Below is a gas-phase ion, C6H10 (charge +1), with properties calculated with ωB97M-V with the def2-TZVPD basis set.

Cartesian coordinates (Å):
C: -1.97 2.02 0.10
C: -0.84 1.16 0.58
C: 0.04 0.34 -0.32
C: 0.71 -0.74 0.17
C: 1.26 -1.72 -0.70
C: 2.22 -2.63 -0.32
H: -1.69 3.02 -0.25
H: -2.65 2.24 0.97
H: -2.70 1.53 -0.53
H: -1.09 0.71 1.54
H: -0.08 1.93 0.91
H: -0.06 0.64 -1.35
H: 0.96 -0.77 1.25
H: 0.80 -1.73 -1.70
H: 2.72 -2.52 0.62
H: 2.37 -3.49 -0.97

- Kohn-Sham gap (alpha / beta): 9.393 / 7.878 eV
- Charge: +1
- Strongest force on any atom: 0.075 Eh/bohr
- Total energy: -6374.0894 eV
- Expectation value of S²: 0.785
- Lowest unoccupied orbital energy (alpha / beta): -5.132 / -7.811 eV
- Spin multiplicity: 2
- HOMO level (alpha / beta): -14.5249 / -15.6893 eV

=====

Below is 5 unconnected molecules or ions with the total composition C26H65BN4, with properties calculated with ωB97M-V with the def2-TZVPD basis set.

Cartesian coordinates (Å):
C: -2.89 -3.33 -0.31
C: -1.57 -3.50 -1.05
N: -0.95 -2.23 -1.39
C: 0.16 -2.36 -2.33
C: 1.41 -3.13 -1.87
C: -0.72 -1.32 -0.29
C: 0.15 -1.78 0.88
H: -3.57 -2.70 -0.89
H: -3.36 -4.31 -0.17
H: -2.76 -2.89 0.67
H: -1.75 -4.02 -1.99
H: -0.92 -4.15 -0.45
H: 0.45 -1.36 -2.64
H: -0.24 -2.86 -3.22
H: 2.01 -2.55 -1.17
H: 2.04 -3.35 -2.74
H: 1.15 -4.08 -1.40
H: -1.70 -1.03 0.11
H: -0.30 -0.39 -0.69
H: -0.04 -2.82 1.17
H: -0.02 -1.15 1.75
H: 1.21 -1.70 0.64
C: 4.68 0.76 5.94
C: 4.39 -0.73 6.09
N: 3.00 -1.07 5.83
C: 2.65 -2.42 6.24
C: 3.32 -3.59 5.52
C: 2.48 -0.64 4.54
C: 3.20 -1.13 3.27
H: 4.00 1.35 6.56
H: 5.70 0.97 6.25
H: 4.57 1.09 4.91
H: 4.59 -1.02 7.12
H: 5.10 -1.29 5.47
H: 1.56 -2.51 6.15
H: 2.87 -2.49 7.30
H: 2.92 -3.74 4.51
H: 3.14 -4.51 6.08
H: 4.39 -3.45 5.44
H: 2.48 0.45 4.52
H: 1.43 -0.93 4.50
H: 4.29 -1.06 3.37
H: 2.90 -0.51 2.43
H: 2.95 -2.16 3.03
C: -4.68 1.67 -0.92
C: -4.99 2.39 0.39
N: -5.83 3.56 0.21
C: -5.90 4.41 1.39
C: -6.55 3.83 2.66
C: -7.09 3.33 -0.48
C: -8.06 2.30 0.12
H: -4.24 2.36 -1.64
H: -3.97 0.86 -0.73
H: -5.57 1.22 -1.36
H: -4.05 2.74 0.83
H: -5.41 1.66 1.10
H: -6.41 5.33 1.11
H: -4.87 4.69 1.63
H: -7.63 3.78 2.58
H: -6.31 4.47 3.51
H: -6.17 2.83 2.89
H: -6.86 3.03 -1.50
H: -7.59 4.30 -0.56
H: -7.54 1.39 0.42
H: -8.80 2.02 -0.63
H: -8.60 2.69 0.98
C: 4.00 -0.39 -3.15
C: 3.97 0.51 -4.37
N: 3.87 -0.22 -5.63
C: 4.11 0.60 -6.80
C: 3.12 1.73 -7.11
C: 2.75 -1.15 -5.72
C: 1.34 -0.59 -5.51
H: 4.80 -1.13 -3.24
H: 4.18 0.20 -2.26
H: 3.06 -0.92 -3.01
H: 4.91 1.08 -4.42
H: 3.17 1.26 -4.24
H: 4.17 -0.06 -7.66
H: 5.11 1.04 -6.68
H: 2.18 1.36 -7.50
H: 3.55 2.40 -7.86
H: 2.91 2.33 -6.22
H: 2.92 -1.94 -4.98
H: 2.82 -1.64 -6.69
H: 1.31 0.09 -4.66
H: 0.66 -1.41 -5.30
H: 0.96 -0.06 -6.38
B: -0.81 2.52 1.47
C: 0.44 2.32 0.61
C: 1.51 1.89 1.29
H: -1.73 1.76 1.34
H: -0.86 3.37 2.31
H: 0.46 2.44 -0.47
H: 2.32 1.33 0.83
H: 1.55 2.05 2.36

- Kohn-Sham gap: 8.299 eV
- Charge: 0
- Strongest force on any atom: 0.016 Eh/bohr
- Total energy: -34649.9976 eV
- Lowest unoccupied orbital energy: 0.223 eV
- SMILES: CCN(CC)CC.CCN(CC)CC.CCN(CC)CC.CCN(CC)CC.BC=C
- HOMO level: -8.0763 eV

=====

Below is a molecular structure, C27H23F5IrN4O3PSTe, with properties calculated with ωB97M-V with the def2-TZVPD basis set.

Cartesian coordinates (Å):
Ir: -0.13 0.39 0.42
C: -1.01 -2.98 2.92
C: -0.44 -1.77 2.26
N: -1.06 -1.15 1.31
N: -2.29 -1.58 0.91
C: -2.81 -0.81 -0.03
N: -4.03 -1.17 -0.46
S: -2.13 0.63 -0.74
C: 0.83 -1.14 2.66
C: 1.59 -1.54 3.75
C: 2.73 -0.82 4.08
C: 3.07 0.30 3.35
C: 2.28 0.66 2.27
N: 1.22 -0.08 1.92
H: -1.47 -3.62 2.17
H: -1.79 -2.70 3.63
H: -0.25 -3.54 3.46
H: -4.41 -2.05 -0.17
H: -4.44 -0.69 -1.24
H: 1.28 -2.38 4.35
H: 3.33 -1.12 4.94
H: 3.92 0.91 3.61
H: 2.43 1.56 1.69
O: -0.90 -2.13 -1.83
C: 0.23 -1.91 -2.06
O: 1.03 -1.17 -1.11
C: 1.08 -2.29 -3.21
C: 0.63 -2.97 -4.32
C: 1.54 -3.25 -5.32
C: 2.87 -2.86 -5.21
C: 3.32 -2.17 -4.09
C: 2.40 -1.89 -3.09
P: 2.61 -1.05 -1.53
C: 3.23 0.55 -1.68
C: 4.08 1.09 -0.71
C: 4.43 2.42 -0.80
C: 3.94 3.20 -1.84
C: 3.11 2.66 -2.82
C: 2.75 1.34 -2.74
C: 3.49 -2.05 -0.34
C: 4.89 -2.12 -0.42
C: 5.57 -2.96 0.44
C: 4.87 -3.73 1.36
C: 3.49 -3.66 1.43
C: 2.79 -2.83 0.57
H: -0.41 -3.27 -4.39
H: 1.22 -3.78 -6.21
H: 3.57 -3.08 -6.01
H: 4.35 -1.86 -4.00
H: 4.42 0.49 0.12
H: 5.05 2.87 -0.04
H: 4.18 4.25 -1.87
H: 2.70 3.29 -3.59
H: 2.06 0.92 -3.47
H: 5.43 -1.51 -1.13
H: 6.65 -3.02 0.39
H: 5.41 -4.39 2.03
H: 2.95 -4.26 2.15
H: 1.71 -2.77 0.62
F: 1.56 3.46 1.41
Te: 0.21 3.53 -0.07
F: 1.75 4.30 -0.92
F: -0.02 5.46 0.46
F: -0.47 3.89 -1.92
F: -0.76 1.62 1.79
O: 0.92 1.77 -0.61

- Kohn-Sham gap: 5.300 eV
- Charge: 0
- Strongest force on any atom: 0.030 Eh/bohr
- Total energy: -84320.4442 eV
- Lowest unoccupied orbital energy: -1.525 eV
- HOMO level: -6.8253 eV

=====

Below is C4H6N2 in the gas phase, with properties calculated with ωB97M-V with the def2-TZVPD basis set.

Cartesian coordinates (Å):
C: -0.68 -1.38 -0.36
C: 0.04 0.93 -0.56
C: -0.40 0.92 0.84
N: 0.12 -0.35 0.31
C: 1.34 1.41 -0.85
N: 2.38 1.81 -1.19
H: -0.20 -1.77 -1.26
H: -1.65 -0.99 -0.67
H: -0.78 -2.15 0.37
H: 0.24 1.29 1.64
H: -1.46 0.92 1.06
H: 1.04 -0.61 0.66

- Kohn-Sham gap: 8.716 eV
- Charge: 0
- Strongest force on any atom: 0.035 Eh/bohr
- Total energy: -7221.8523 eV
- Lowest unoccupied orbital energy: 0.557 eV
- HOMO level: -8.1583 eV

=====

Below is C5H8N2 in the gas phase, with properties calculated with ωB97M-V with the def2-TZVPD basis set.

Cartesian coordinates (Å):
C: -2.48 0.05 -0.18
N: -1.20 -0.39 0.14
C: -0.61 -0.79 1.24
N: 0.77 -0.56 1.27
C: 1.05 0.11 0.20
C: 2.46 0.35 -0.23
C: -0.20 0.37 -0.61
H: -2.71 -0.18 -1.22
H: -3.24 -0.25 0.52
H: -0.94 1.23 -0.52
H: -1.16 -1.15 2.10
H: 3.12 0.23 0.63
H: 2.74 -0.39 -0.99
H: 2.59 1.34 -0.67
H: -0.12 0.12 -1.68

- Kohn-Sham gap (alpha / beta): 6.993 / 6.673 eV
- Charge: 0
- Strongest force on any atom: 0.056 Eh/bohr
- Total energy: -8291.2260 eV
- Lowest unoccupied orbital energy (alpha / beta): 0.179 / 0.085 eV
- HOMO level (alpha / beta): -6.8139 / -6.5882 eV

=====

Below is C22H27N3O4S in the gas phase, with properties calculated with ωB97M-V with the def2-TZVPD basis set.

Cartesian coordinates (Å):
C: 3.28 0.09 -3.82
H: 2.52 -0.44 -4.39
H: 3.22 1.14 -4.07
H: 4.26 -0.29 -4.10
C: 3.03 -0.11 -2.32
C: 1.68 0.41 -1.93
C: 0.58 -0.43 -1.86
C: -0.68 0.06 -1.59
C: -0.87 1.43 -1.39
C: 0.23 2.28 -1.44
C: 1.48 1.77 -1.71
H: 2.33 2.44 -1.75
H: 0.10 3.34 -1.28
N: -2.17 1.88 -1.13
C: -2.62 3.16 -1.18
O: -1.96 4.13 -1.47
C: -4.09 3.29 -0.81
H: -4.66 2.38 -0.97
H: -4.52 4.11 -1.39
S: -4.26 3.84 0.97
O: -2.92 3.89 1.55
C: -4.94 2.22 1.62
C: -4.00 1.11 1.25
O: -4.28 0.29 0.39
N: -2.82 1.18 1.90
C: -1.72 0.32 1.71
C: -1.88 -1.03 1.43
C: -0.78 -1.84 1.29
C: 0.52 -1.35 1.44
C: 0.67 0.02 1.71
C: -0.44 0.83 1.85
H: -0.30 1.89 2.06
H: 1.64 0.45 1.84
N: 1.60 -2.20 1.27
C: 1.62 -3.46 2.00
H: 0.61 -3.88 2.06
C: 2.56 -4.44 1.31
H: 2.64 -5.36 1.88
O: 3.86 -3.91 1.21
C: 3.84 -2.69 0.50
C: 2.93 -1.65 1.17
H: 2.91 -0.76 0.54
H: 3.35 -1.40 2.16
H: 4.87 -2.34 0.48
H: 3.49 -2.87 -0.52
H: 2.17 -4.66 0.30
H: 1.98 -3.29 3.03
H: -0.93 -2.88 1.05
H: -2.87 -1.43 1.30
H: -2.59 2.09 2.30
H: -5.02 2.35 2.70
H: -5.93 2.07 1.19
H: -2.83 1.14 -0.95
H: -1.53 -0.60 -1.53
H: 0.71 -1.50 -2.01
H: 3.10 -1.18 -2.08
H: 3.81 0.41 -1.76

- Kohn-Sham gap: 8.171 eV
- Charge: 0
- Strongest force on any atom: 0.031 Eh/bohr
- Total energy: -46748.2468 eV
- Lowest unoccupied orbital energy: 0.486 eV
- HOMO level: -7.6851 eV